Entry 1:
DFT (ωB97M-V/def2-TZVPD) results for a 8-piece molecular cluster, C40H77BN2O28 overall at a distorted geometry.

Geometry (Å):
C  -2.45  -2.36  5.28
C  -3.68  -3.14  4.49
C  -3.38  -3.01  2.89
C  -3.88  -1.60  2.20
C  -3.10  -1.25  0.76
C  -3.29  -2.36  -0.43
O  -2.66  -3.67  -0.18
N  -3.38  -4.67  -0.74
O  -3.92  -5.33  0.17
O  -3.97  -0.14  0.27
C  -3.15  0.84  -0.50
O  -3.30  1.33  -1.73
C  -1.92  1.09  0.61
N  -0.96  1.93  -0.20
C  -0.25  2.98  0.63
C  1.13  3.49  -0.17
C  2.40  2.44  0.07
B  -2.79  1.89  1.80
O  -3.86  2.81  1.28
C  -2.46  1.72  3.41
C  -1.78  3.13  3.96
C  -1.62  -0.49  0.91
C  -0.39  -1.26  0.16
C  1.01  -0.70  0.88
C  1.41  -1.64  2.16
C  2.60  -2.73  1.87
O  3.63  -2.28  0.92
C  4.69  -1.49  1.59
O  4.49  -0.65  2.61
H  -2.93  -1.63  6.05
H  -1.78  -3.15  5.86
H  -1.84  -1.77  4.45
H  -4.73  -2.71  4.79
H  -3.58  -4.29  4.80
H  -2.21  -3.13  2.73
H  -3.99  -3.89  2.36
H  -5.05  -1.69  2.06
H  -3.70  -0.74  2.98
H  -2.93  -1.88  -1.43
H  -4.46  -2.56  -0.54
H  -0.31  1.36  -0.79
H  -0.90  3.98  0.75
H  0.12  2.62  1.68
H  0.89  3.68  -1.30
H  1.42  4.55  0.28
H  2.18  1.50  -0.59
H  2.46  2.19  1.22
H  3.40  2.97  -0.30
H  -4.77  2.45  1.52
H  -3.46  1.48  3.96
H  -1.64  0.87  3.52
H  -0.62  2.93  4.09
H  -1.92  4.02  3.19
H  -2.27  3.36  5.00
H  -1.38  -0.72  2.05
H  -0.40  -0.90  -0.98
H  -0.41  -2.43  0.24
H  0.74  0.38  1.31
H  1.86  -0.55  0.08
H  0.46  -2.19  2.62
H  1.80  -0.93  3.02
H  3.15  -2.90  2.90
H  2.14  -3.76  1.54
H  5.79  -1.58  1.18
C  5.33  -4.73  -0.65
O  4.88  -5.82  -1.45
C  4.04  -6.67  -0.80
O  3.68  -6.57  0.36
O  3.69  -7.65  -1.67
C  2.81  -8.63  -1.13
H  5.99  -4.11  -1.27
H  4.49  -4.11  -0.33
H  5.91  -5.09  0.21
H  1.87  -8.17  -0.82
H  3.28  -9.15  -0.29
H  2.59  -9.37  -1.91
C  -5.43  3.18  -2.39
O  -6.63  3.31  -3.16
C  -6.45  3.83  -4.40
O  -5.38  4.17  -4.88
O  -7.66  3.90  -5.01
C  -7.62  4.42  -6.34
H  -5.70  2.76  -1.42
H  -4.73  2.50  -2.89
H  -4.97  4.16  -2.23
H  -7.00  3.79  -6.99
H  -7.24  5.45  -6.33
H  -8.64  4.43  -6.73
C  4.92  8.57  -1.58
O  4.28  8.28  -2.82
C  3.46  7.19  -2.79
O  3.25  6.48  -1.82
O  2.92  7.03  -4.03
C  2.04  5.92  -4.14
H  5.54  9.46  -1.73
H  4.17  8.79  -0.81
H  5.56  7.74  -1.28
H  1.18  6.04  -3.47
H  2.57  4.98  -3.94
H  1.67  5.89  -5.17
C  -1.64  -5.42  -5.70
O  -1.95  -4.42  -4.72
C  -2.24  -3.20  -5.24
O  -2.25  -2.92  -6.43
O  -2.51  -2.36  -4.21
C  -2.83  -1.03  -4.62
H  -1.42  -6.35  -5.17
H  -2.49  -5.59  -6.36
H  -0.75  -5.13  -6.27
H  -3.74  -1.02  -5.24
H  -1.99  -0.57  -5.15
H  -3.03  -0.45  -3.71
C  10.01  -5.35  3.19
O  9.21  -4.21  2.91
C  8.56  -3.70  3.99
O  8.61  -4.14  5.13
O  7.85  -2.62  3.58
C  7.11  -1.98  4.62
H  10.49  -5.67  2.26
H  10.80  -5.11  3.91
H  9.39  -6.18  3.56
H  7.78  -1.60  5.40
H  6.37  -2.67  5.04
H  6.57  -1.14  4.18
C  5.21  6.50  -5.25
O  5.81  6.68  -6.53
C  5.86  5.55  -7.28
O  5.45  4.44  -6.95
O  6.45  5.85  -8.47
C  6.57  4.75  -9.36
H  5.23  7.47  -4.74
H  4.17  6.18  -5.35
H  5.79  5.79  -4.65
H  5.58  4.36  -9.63
H  7.20  3.97  -8.93
H  7.05  5.11  -10.28
C  -6.92  -1.96  9.78
O  -8.11  -1.83  9.02
C  -7.93  -1.32  7.77
O  -6.86  -0.97  7.29
O  -9.14  -1.25  7.16
C  -9.10  -0.72  5.84
H  -7.18  -2.38  10.75
H  -6.22  -2.65  9.29
H  -6.45  -0.98  9.94
H  -8.49  -1.36  5.19
H  -8.72  0.31  5.84
H  -10.12  -0.72  5.45

Calculated values
total energy: -3810.98227 Eh

=====

Entry 2:
DFT (ωB97M-V/def2-TZVPD) results for C40H78AsF12N4O16 as an isolated structure at a distorted geometry.

Geometry (Å):
As  -1.25  15.20  -1.13
F  -0.80  13.64  -1.72
F  -2.91  14.72  -1.28
F  -1.79  16.75  -0.57
F  0.40  15.70  -1.05
F  -1.29  15.83  -2.76
F  -1.12  14.63  0.50
C  -3.42  13.10  -3.99
C  -2.71  11.90  -4.41
N  -2.14  10.95  -4.72
H  -2.68  13.77  -3.53
H  -4.28  12.94  -3.35
H  -3.79  13.59  -4.90
C  0.99  15.59  2.44
C  1.54  16.84  1.91
N  2.01  17.79  1.46
H  1.40  15.47  3.45
H  1.36  14.76  1.84
H  -0.09  15.51  2.44
C  -4.24  17.00  -3.16
C  -5.13  15.87  -3.06
N  -5.81  14.94  -3.01
H  -3.76  16.97  -4.14
H  -3.43  17.01  -2.44
H  -4.79  17.94  -3.14
C  1.98  18.49  -1.83
C  2.07  19.79  -1.19
N  2.15  20.82  -0.69
H  1.00  18.28  -2.23
H  2.33  17.74  -1.12
H  2.68  18.40  -2.66
C  -1.62  19.76  -2.67
O  -2.14  20.80  -3.46
C  -3.19  20.39  -4.29
C  -3.46  21.46  -5.31
O  -3.94  22.61  -4.62
C  -3.62  23.81  -5.25
C  -4.17  24.00  -6.65
O  -5.57  23.84  -6.77
C  -6.31  24.77  -6.06
H  -0.94  20.13  -1.91
H  -1.07  19.04  -3.30
H  -2.40  19.19  -2.14
H  -4.10  20.31  -3.67
H  -3.05  19.42  -4.78
H  -4.24  21.11  -5.99
H  -2.54  21.71  -5.85
H  -2.53  23.97  -5.28
H  -3.92  24.65  -4.61
H  -3.73  23.34  -7.39
H  -3.91  25.04  -6.94
H  -6.18  25.79  -6.46
H  -6.05  24.83  -4.99
H  -7.36  24.49  -6.12
C  0.66  18.05  -5.64
O  2.00  18.02  -5.25
C  2.58  16.75  -5.36
C  4.01  16.77  -4.90
O  4.82  17.41  -5.86
C  6.19  17.40  -5.53
C  6.56  18.00  -4.20
O  6.20  19.36  -4.20
C  6.71  20.03  -3.08
H  0.36  19.10  -5.70
H  -0.01  17.61  -4.90
H  0.49  17.61  -6.63
H  2.57  16.45  -6.42
H  2.03  15.97  -4.81
H  4.30  15.71  -4.81
H  4.12  17.23  -3.91
H  6.72  17.95  -6.30
H  6.54  16.36  -5.64
H  7.65  17.88  -4.08
H  6.13  17.50  -3.32
H  6.30  21.04  -3.05
H  7.81  20.10  -3.11
H  6.39  19.53  -2.16
C  3.23  14.54  -1.55
O  3.40  13.14  -1.57
C  2.28  12.44  -1.11
C  2.64  11.01  -0.82
O  3.61  10.97  0.22
C  4.22  9.73  0.36
C  5.05  9.65  1.60
O  4.23  9.64  2.74
C  4.99  9.62  3.93
H  2.91  14.84  -0.54
H  2.51  14.89  -2.29
H  4.20  15.01  -1.70
H  1.47  12.41  -1.85
H  1.87  12.88  -0.18
H  2.99  10.49  -1.72
H  1.74  10.51  -0.43
H  4.92  9.57  -0.48
H  3.53  8.88  0.31
H  5.72  10.52  1.59
H  5.64  8.72  1.56
H  4.35  9.70  4.80
H  5.69  10.48  3.96
H  5.59  8.71  4.03
C  -3.90  18.71  3.94
O  -4.51  18.07  2.88
C  -3.98  16.78  2.67
C  -4.49  16.27  1.34
O  -5.90  16.20  1.41
C  -6.47  15.96  0.14
C  -7.95  16.27  0.20
O  -8.54  15.61  1.29
C  -9.92  15.77  1.31
H  -2.87  18.99  3.70
H  -3.90  18.07  4.83
H  -4.47  19.60  4.19
H  -4.37  16.11  3.44
H  -2.89  16.79  2.63
H  -4.11  15.26  1.15
H  -4.10  16.88  0.51
H  -6.24  14.95  -0.20
H  -6.02  16.68  -0.56
H  -8.44  15.99  -0.74
H  -8.09  17.36  0.26
H  -10.33  15.18  2.14
H  -10.46  15.47  0.40
H  -10.21  16.81  1.53
C  -4.29  11.36  -0.47
C  -2.86  11.36  0.01
O  -2.75  10.94  1.39
C  -2.91  9.67  1.67
O  -3.23  8.79  0.92
C  -2.64  9.40  3.16
F  -2.66  10.51  3.91
F  -3.59  8.58  3.64
F  -1.47  8.80  3.32
H  -4.86  12.11  0.10
H  -4.77  10.41  -0.27
H  -4.35  11.68  -1.50
H  -2.40  12.34  -0.04
H  -2.24  10.72  -0.63
C  0.29  12.07  2.47
C  1.10  10.84  2.72
O  0.84  10.26  4.02
C  1.41  10.79  5.05
O  2.00  11.83  5.11
C  1.30  9.88  6.30
F  2.55  9.66  6.76
F  0.61  10.48  7.27
F  0.75  8.70  6.06
H  -0.77  11.99  2.71
H  0.34  12.34  1.41
H  0.62  12.92  3.06
H  2.17  11.07  2.64
H  0.91  10.04  2.00

Calculated values
total charge: -1
total energy: -6427.98450 Eh

=====

Entry 3:
DFT (ωB97M-V/def2-TZVPD) results for a 10-piece molecular cluster, C40H80O10 overall at a distorted geometry.

Geometry (Å):
C  4.63  3.28  1.91
C  3.65  4.28  1.27
C  3.72  3.75  -0.18
O  4.22  2.38  -0.17
C  4.34  1.85  1.19
H  4.58  3.05  2.72
H  5.64  3.48  1.74
H  4.05  5.34  1.59
H  2.69  4.22  1.73
H  4.48  4.31  -0.81
H  2.83  3.63  -0.61
H  5.12  1.30  1.27
H  3.45  1.66  1.41
C  4.82  0.45  -2.89
C  5.42  -0.45  -1.85
C  4.67  -1.79  -1.98
O  4.10  -1.66  -3.19
C  3.65  -0.34  -3.31
H  5.51  0.78  -3.69
H  4.52  1.49  -2.50
H  5.37  0.17  -1.00
H  6.41  -0.41  -2.04
H  3.76  -1.74  -1.34
H  5.30  -2.77  -1.79
H  2.76  -0.06  -2.78
H  3.15  -0.18  -4.25
C  -5.79  0.89  0.55
C  -5.29  1.56  1.77
C  -4.47  0.61  2.59
O  -4.34  -0.57  1.79
C  -4.70  -0.12  0.45
H  -5.78  1.70  -0.10
H  -6.86  0.48  0.83
H  -6.27  1.89  2.56
H  -4.60  2.37  1.65
H  -4.80  0.34  3.52
H  -3.64  0.94  2.84
H  -5.04  -0.94  -0.12
H  -3.68  0.40  -0.02
C  -0.09  -1.31  0.84
C  0.60  -1.04  -0.49
C  0.84  0.43  -0.40
O  -0.25  0.96  0.43
C  -0.53  0.07  1.43
H  0.82  -1.48  1.43
H  -0.83  -2.20  0.80
H  0.20  -1.41  -1.43
H  1.47  -1.55  -0.65
H  0.94  0.94  -1.28
H  1.76  0.70  -0.02
H  -1.54  0.10  1.47
H  0.19  0.12  2.34
C  -2.45  4.80  -2.59
C  -2.28  3.76  -1.50
C  -0.82  4.06  -1.10
O  -0.74  5.39  -1.26
C  -1.25  5.70  -2.51
H  -3.38  5.47  -2.61
H  -2.37  4.35  -3.52
H  -2.24  2.73  -1.80
H  -2.90  3.63  -0.64
H  -0.18  3.40  -1.61
H  -0.69  3.40  -0.20
H  -0.18  5.47  -3.18
H  -1.47  6.86  -2.51
C  1.31  -5.04  -3.04
C  2.24  -4.22  -2.19
C  1.73  -4.66  -0.76
O  0.62  -5.47  -1.04
C  0.09  -5.14  -2.25
H  1.80  -5.97  -3.22
H  1.36  -4.67  -3.99
H  1.93  -3.19  -2.32
H  3.24  -4.46  -2.20
H  1.74  -3.87  0.08
H  2.60  -5.20  -0.47
H  -0.63  -4.37  -2.41
H  -0.60  -5.99  -2.72
C  -1.16  2.13  4.92
C  -1.21  3.24  3.91
C  0.22  3.76  3.97
O  0.77  3.16  5.08
C  0.33  1.83  5.14
H  -1.94  1.29  4.61
H  -1.66  2.57  5.76
H  -1.91  3.99  4.47
H  -1.58  3.09  2.95
H  0.30  4.81  3.66
H  0.79  3.25  3.19
H  0.33  1.39  6.16
H  0.56  1.18  4.36
C  -2.63  -5.00  0.67
C  -3.59  -3.74  0.19
C  -4.34  -4.26  -0.99
O  -4.59  -5.64  -0.52
C  -3.31  -6.07  -0.11
H  -2.64  -5.35  1.51
H  -1.50  -4.90  0.37
H  -2.75  -3.05  -0.13
H  -4.04  -3.23  1.03
H  -3.77  -4.19  -1.95
H  -5.25  -3.71  -1.08
H  -2.73  -6.13  -0.91
H  -3.04  -7.16  0.60
C  -1.63  -3.51  4.24
C  -0.29  -4.22  4.59
C  0.85  -3.28  4.17
O  0.21  -1.96  4.22
C  -1.20  -2.00  4.68
H  -2.47  -3.97  4.73
H  -1.65  -3.48  3.07
H  -0.09  -5.31  4.26
H  -0.37  -4.43  5.66
H  1.08  -3.60  3.19
H  1.80  -3.39  4.73
H  -1.76  -1.20  4.11
H  -1.26  -1.72  5.79
C  -0.06  2.65  -5.75
C  1.40  2.92  -5.80
C  1.83  2.63  -4.33
O  1.12  1.55  -3.94
C  -0.16  1.71  -4.60
H  -0.52  2.18  -6.59
H  -0.79  3.64  -5.43
H  1.58  3.90  -6.25
H  1.92  2.18  -6.27
H  1.59  3.52  -3.87
H  2.91  2.37  -4.35
H  -0.81  2.11  -3.88
H  -0.51  0.74  -4.85

Calculated values
total energy: -2323.61431 Eh

=====

Across the entries above, HOMO-LUMO gap takes the values 8.5; 9.7; 10.0 eV, respectively.